Record 1
81
Properties=species:S:1:pos:R:3:forces:R:3 method="wB97M-V/def2-TZVPD" gap_ev=8.1 largest_force_ev_per_a=2.42 homo_ev=-10.8 energy_ha=-2875.4716 charge=+1
S -0.7977 -3.0853 -5.0756 -0.07 -0.05 0.00
S 1.4103 0.9902 -2.4188 0.04 0.11 -0.48
S -4.8669 -6.2521 -0.7283 0.02 0.01 0.01
P 2.5894 3.2842 2.5321 0.89 0.29 1.93
F -1.5602 3.8886 3.2683 0.17 0.13 0.35
O -2.5515 -1.2556 -0.2754 0.41 0.49 0.13
O -3.4994 -5.7301 -1.0200 -0.09 0.17 0.02
O 2.6126 0.2374 -1.9408 -0.03 0.10 0.10
O -1.1014 -1.7717 -5.7123 0.01 -0.07 0.09
N 1.5369 2.0454 1.8050 0.08 0.12 -1.56
N 5.0771 -0.2048 3.4096 -0.71 -0.22 0.30
C 1.1275 -0.0778 0.8390 -0.69 1.37 0.30
C -2.2620 -3.5857 -4.1555 -0.03 -0.08 -0.03
C -1.2815 -0.1774 1.4842 -0.12 0.85 -1.03
C -6.0399 -5.1037 -1.4656 -0.02 0.08 0.00
C -0.2454 0.7264 0.7769 1.66 -1.66 0.34
C -0.6503 3.3047 1.1260 -0.20 -0.32 -0.44
C 2.0680 0.9265 1.4515 1.11 -1.80 -1.19
C 3.6626 -0.0461 3.0551 -0.28 0.68 -0.18
C 1.6002 4.7548 3.0693 0.29 0.46 -0.60
C -0.9328 -4.3471 -6.3491 -0.03 -0.04 -0.06
C -5.2390 -5.8263 0.9801 0.00 0.05 0.05
C 3.7559 3.9302 1.2375 -0.44 -0.50 -0.96
C 0.0759 2.0146 1.5618 -1.67 0.02 1.14
C -2.0769 -2.5420 1.7188 0.73 -0.18 -0.35
C -1.8975 3.4858 1.9917 0.06 -0.24 -0.48
C 2.0000 2.4112 -3.3511 0.04 0.01 -0.03
C 3.5040 0.4851 1.5938 -0.37 0.23 0.73
C 0.7442 0.1013 -3.8283 -0.01 -0.02 0.04
C 2.3715 5.4222 4.2542 -0.34 -0.11 -0.61
C 3.4305 3.5159 -0.2243 0.43 0.43 0.46
C -1.5622 -1.4713 0.7335 -0.71 -0.92 0.75
H 1.0833 -0.9912 1.4433 -0.02 0.23 0.29
H 1.7603 5.3947 5.1541 0.26 -0.15 0.10
H 2.3509 3.5210 -0.3819 0.07 -0.04 -0.25
H 2.4939 3.0926 -2.6646 0.00 -0.01 0.03
H 2.5578 6.4671 4.0053 0.01 -0.05 0.11
H 1.5915 5.4907 2.2554 -0.25 -0.24 -0.04
H -6.2766 -6.0789 1.1978 0.01 -0.03 -0.02
H 1.5326 -0.0778 -4.5582 0.05 0.02 0.05
H -5.0653 -4.7617 1.1404 0.02 0.00 -0.07
H 0.5630 4.5340 3.3179 0.20 -0.19 0.09
H 4.2234 1.2799 1.4033 -0.04 0.02 0.15
H -0.4236 0.8817 -0.2847 -0.51 0.31 0.14
H 5.1356 -1.0150 4.0162 0.29 -0.13 -0.12
H -0.6822 -1.9031 0.2411 0.23 0.34 0.16
H -2.3962 2.5172 2.0853 -0.12 0.11 -0.02
H -5.9469 -5.1743 -2.5473 0.03 -0.06 0.01
H -2.2324 0.3610 1.5766 -0.01 -0.24 0.15
H -2.4944 -2.0344 -0.8320 -0.32 -0.11 -0.26
H -2.8516 -2.1654 2.3865 -0.10 -0.01 -0.17
H -7.0517 -5.3794 -1.1688 0.01 -0.03 -0.01
H 3.1695 0.6827 3.7132 0.06 -0.13 -0.02
H -2.1218 -4.5960 -3.7701 0.01 0.02 0.05
H 3.9101 4.2318 -0.8964 -0.22 -0.02 -0.03
H -3.1361 -3.5442 -4.8052 0.03 0.05 -0.04
H -2.3913 -2.8941 -3.3249 0.04 0.02 -0.03
H -0.3458 1.7964 2.5552 0.29 0.25 0.08
H -4.5807 -6.4068 1.6232 0.02 -0.04 -0.06
H 4.7465 3.5501 1.4988 -0.10 0.09 0.09
H -0.8335 -5.3324 -5.8938 0.02 0.02 0.03
H 3.3394 4.9415 4.4076 -0.09 0.04 0.29
H -1.0285 3.1855 0.1036 0.21 -0.02 0.00
H 3.8027 5.0206 1.2958 -0.21 -0.07 0.28
H -5.8130 -4.0871 -1.1427 0.05 -0.03 0.03
H -1.8939 -4.2562 -6.8546 -0.01 0.06 0.03
H 1.5043 -0.4268 -0.1248 0.17 0.36 -0.01
H -0.0183 4.1935 1.1174 -0.03 -0.06 0.16
H -1.2438 -2.9204 2.3247 -0.11 0.18 0.06
H 5.3084 0.5697 4.0211 0.29 0.10 -0.14
H 0.3516 -0.8496 -3.4766 0.00 0.02 0.03
H -2.6069 4.2034 1.5806 0.14 0.09 -0.04
H -0.0623 0.6790 -4.2777 -0.03 -0.03 0.03
H -2.4180 -3.4050 1.1390 -0.26 0.11 0.15
H 1.1513 2.9130 -3.8156 -0.02 -0.03 0.02
H 2.7077 2.0803 -4.1106 -0.02 -0.07 0.02
H 3.7058 -0.3230 0.8924 -0.08 0.13 -0.09
H -0.8951 -0.3981 2.4827 -0.13 -0.01 -0.01
H 3.0820 -0.9673 3.1490 0.33 -0.12 -0.03
H 3.8632 2.5470 -0.4763 -0.34 -0.12 0.06
H -0.1270 -4.1934 -7.0637 0.02 0.05 0.04


Record 2
85
Properties=species:S:1:pos:R:3:forces:R:3 method="wB97M-V/def2-TZVPD" gap_ev=3.3 largest_force_ev_per_a=5.31 homo_ev=-16.9 energy_ha=-1928.6864 charge=+3 e_above_lowest_kj_mol=167.6
In 24.4034 -15.2891 -4.5678 0.59 -1.00 -1.35
O 23.8686 -14.7970 -7.3888 1.10 0.60 1.49
O 26.6414 -14.7049 -2.8638 -5.10 1.28 -0.76
O 22.1315 -16.7531 -5.5736 1.79 0.90 0.12
O 25.0325 -17.8781 -5.6859 -1.16 -0.70 -0.34
O 25.7192 -12.8648 -5.6862 -1.13 -1.30 1.86
O 22.2056 -15.8081 -2.7695 1.43 -0.10 0.17
O 27.0102 -15.6943 -5.9793 -1.62 -0.11 0.96
N 20.5595 -18.3504 -5.3289 -0.45 -1.73 0.76
N 28.1467 -16.3006 -7.8238 1.30 1.37 0.77
N 26.5584 -10.7120 -5.7954 -1.28 -3.08 -0.06
N 24.6901 -20.0641 -6.3557 -1.37 1.20 -0.46
N 28.6687 -13.9216 -2.3664 -0.48 -0.49 -0.77
N 23.2980 -13.6790 -9.2989 -0.09 -1.69 0.15
N 20.8056 -16.2822 -1.0544 0.51 0.20 -0.64
C 28.0200 -15.6332 -6.6543 1.62 0.41 0.56
C 26.6322 -19.5179 -5.1557 1.72 -0.43 0.64
C 20.1474 -16.6670 -6.9481 1.16 0.45 0.66
C 23.4587 -14.8051 -8.5432 -1.70 0.19 -0.74
C 26.7592 -12.3758 -7.7029 -0.27 1.45 0.30
C 22.9573 -16.1318 -9.1796 1.32 0.49 0.21
C 29.2716 -14.8993 -6.0825 -0.48 0.02 -1.14
C 27.7997 -14.9073 -2.6772 4.25 -1.64 -0.46
C 21.1625 -19.2453 -4.3638 -0.30 -0.51 0.70
C 19.8357 -15.6059 -3.1972 0.02 -0.30 0.21
C 23.5300 -19.7398 -7.2066 0.25 0.46 -0.32
C 28.4092 -16.3054 -2.8241 0.33 -0.36 0.39
C 27.0914 -16.9733 -8.4350 -2.39 -1.59 -1.30
C 26.3240 -11.9835 -6.2623 0.87 1.54 -2.07
C 21.0523 -15.9379 -2.3314 -1.38 0.30 -0.09
C 21.0738 -17.2872 -5.8622 -1.15 1.28 -1.78
C 25.3749 -19.0908 -5.7399 -0.22 1.14 -0.01
C 27.3159 -9.6575 -6.3577 0.59 1.59 -0.36
C 23.4646 -12.2456 -9.0195 -0.07 -0.38 -0.06
C 28.3439 -12.5282 -2.1369 0.30 0.74 1.00
C 21.8152 -16.4245 -0.0284 0.10 -0.07 1.16
H 29.0390 -14.0319 -5.4648 -0.58 -0.26 0.07
H 22.5071 -15.5870 0.0613 0.07 -0.04 -0.72
H 23.8107 -16.5867 -9.6825 0.19 0.10 -0.24
H 19.4359 -16.4157 -3.8074 0.54 -0.41 0.10
H 29.3343 -16.3044 -3.4006 0.12 0.29 0.29
H 22.7634 -16.8361 -8.3706 -0.53 0.30 -0.04
H 27.3902 -17.5602 -9.3036 0.46 0.31 0.02
H 29.8835 -15.5753 -5.4854 0.00 -0.11 -0.28
H 27.5135 -12.0716 -2.6754 -0.17 -0.86 -0.15
H 20.1380 -14.8284 -3.8987 -0.24 0.19 0.27
H 23.5811 -12.0647 -7.9509 -0.09 -0.17 -0.08
H 22.6186 -19.4235 -6.6992 0.16 -0.55 0.53
H 26.4352 -19.9162 -4.1604 0.20 -0.41 -0.06
H 28.9377 -16.0554 -8.4020 0.09 -0.20 0.12
H 20.6304 -15.7378 -7.2504 -0.29 0.07 0.03
H 27.8404 -12.2977 -7.8174 0.02 -0.57 -0.03
H 23.3224 -20.5591 -7.8949 0.05 0.05 0.22
H 22.1827 -16.0351 -9.9404 -0.17 0.06 0.37
H 19.8622 -16.4769 -0.7508 -0.03 0.19 -0.38
H 27.3703 -18.7253 -5.0332 -0.42 0.31 -0.07
H 24.3147 -11.8223 -9.5545 0.08 -0.22 0.02
H 25.0509 -21.0066 -6.3950 0.17 0.22 0.11
H 27.5849 -9.7079 -7.4128 -0.28 -0.60 0.04
H 29.2003 -11.8897 -2.3534 0.22 -0.34 -0.13
H 26.5357 -17.6918 -7.8325 0.59 0.01 0.74
H 26.7019 -8.7627 -6.2551 0.28 0.21 -0.04
H 18.9788 -15.3481 -2.5747 0.19 0.53 -0.04
H 22.3437 -17.3774 -0.0571 0.09 0.10 -0.27
H 22.8341 -13.9660 -10.1490 0.16 0.76 -0.31
H 29.8475 -14.4827 -6.9089 0.36 -0.29 0.01
H 29.6066 -14.2041 -2.1198 -0.06 -0.05 0.03
H 22.5788 -11.7375 -9.4005 -0.02 0.00 0.23
H 20.3517 -19.5288 -3.6927 0.28 -0.03 0.31
H 28.2415 -9.5128 -5.8005 0.04 0.09 0.00
H 26.0071 -10.4694 -4.9847 0.14 -0.13 0.16
H 26.2512 -13.2892 -8.0120 0.64 -0.31 0.50
H 19.6049 -18.5484 -5.5927 0.17 -0.25 -0.09
H 21.5291 -20.1792 -4.7899 -0.06 0.10 -0.39
H 28.1850 -12.4265 -1.0634 -0.32 0.33 0.02
H 26.3662 -11.6458 -8.4106 0.04 0.41 0.12
H 19.1912 -16.4603 -6.4675 -0.14 0.00 -0.35
H 21.9919 -18.8184 -3.7999 -0.25 0.41 -0.15
H 21.3084 -16.3857 0.9358 -0.20 -0.23 -0.07
H 27.1107 -20.2281 -5.8301 -0.03 -0.44 0.44
H 23.7782 -18.8461 -7.7791 0.24 -0.14 -0.26
H 20.0589 -17.2899 -7.8382 -0.18 -0.21 0.25
H 28.5990 -16.7105 -1.8301 0.37 0.24 0.19
H 26.2562 -16.3538 -8.7620 0.16 0.69 -0.17
H 27.8156 -17.1048 -3.2676 -0.69 0.73 -0.24


Record 3
79
Properties=species:S:1:pos:R:3:forces:R:3 method="wB97M-V/def2-TZVPD" gap_ev=4.5 largest_force_ev_per_a=0.65 homo_ev=-2.5 energy_ha=-1465.6677 charge=-1
O 2.0161 5.6395 -2.2954 0.18 -0.15 0.01
O -4.3784 -2.8070 0.1954 -0.05 -0.04 0.02
O 2.9363 4.5941 -4.0154 0.15 0.05 -0.04
O -4.3309 -7.0285 3.7958 -0.02 0.00 0.02
O -1.1754 1.3158 -2.0619 -0.07 -0.05 0.01
O 0.8897 -2.2543 3.3932 -0.01 -0.02 0.02
O 8.2420 5.3027 -4.4302 0.14 0.20 0.24
N 4.5837 7.1776 -3.2303 0.13 -0.15 -0.08
N 7.8578 4.8817 -2.2273 -0.08 0.64 0.08
C 7.1225 7.0513 -3.2333 0.04 -0.21 -0.21
C -1.9645 2.7446 -0.2198 -0.03 0.02 -0.07
C -4.0845 -2.3391 1.4983 0.05 -0.02 0.08
C 0.0608 -1.6214 2.4330 -0.06 0.04 -0.03
C 2.6867 -0.5684 3.3471 -0.08 0.02 -0.02
C -4.4390 -1.8070 -0.8132 0.03 0.04 -0.06
C 0.3205 -2.0590 1.0022 0.07 -0.03 0.01
C -5.1133 -1.3727 2.0605 -0.03 0.03 -0.10
C 4.4215 5.9055 -2.5833 -0.17 -0.03 -0.03
C 7.7865 5.7101 -3.3777 0.02 -0.32 -0.06
C -1.2105 2.3227 -3.0695 0.06 0.08 -0.08
C 5.7539 7.2039 -4.0318 -0.23 0.22 0.12
C 3.0305 5.3847 -2.8965 -0.19 0.19 0.02
C -4.4533 -6.2087 1.4700 0.02 -0.07 0.01
C -4.1714 -5.9136 2.9336 -0.01 0.08 -0.07
C -1.9999 -7.8125 3.6585 -0.01 0.07 -0.02
C -3.1479 -1.0297 -0.9831 -0.04 -0.07 0.10
C 0.0781 3.1112 -3.1991 -0.06 -0.10 0.10
C 2.2806 -2.0286 3.2409 0.06 0.00 0.01
C -3.4809 -8.1292 3.5320 0.02 -0.05 0.00
C -0.9150 1.7824 -0.7524 0.06 0.01 0.08
H 0.2778 -3.1464 0.9203 -0.04 0.00 0.00
H 2.7450 -2.6010 4.0446 -0.02 0.00 0.01
H 7.8451 7.7621 -3.6494 -0.05 -0.04 0.10
H -3.1710 -5.4799 3.0493 0.01 -0.01 -0.01
H 6.9355 7.2898 -2.1840 -0.03 0.12 -0.10
H 2.6387 -2.4548 2.2968 -0.01 0.02 -0.01
H 5.1315 5.1285 -2.9420 0.04 -0.01 0.17
H -1.7891 -7.3554 4.6262 0.01 -0.02 0.01
H -2.9307 -0.4110 -0.1105 -0.01 0.05 -0.03
H -4.4392 -5.2835 0.8915 -0.01 0.01 0.00
H -2.3088 -1.7116 -1.1285 0.00 0.01 -0.06
H 5.8039 6.4506 -4.8550 0.07 -0.04 0.05
H 3.7740 -0.4851 3.3506 0.01 -0.01 0.01
H -5.4339 -6.6746 1.3606 -0.01 0.02 0.00
H -6.1144 -1.8013 1.9922 0.00 -0.01 0.03
H -5.1149 -0.4211 1.5271 0.02 0.01 0.02
H -3.7093 -6.8800 1.0380 0.02 0.02 0.00
H -1.4221 1.7802 -3.9923 0.01 -0.03 0.02
H 8.8131 4.6397 -1.9986 -0.11 -0.36 -0.20
H 3.8242 4.5194 -4.3920 -0.12 0.09 0.01
H 2.3161 0.0238 2.5098 0.02 -0.01 -0.01
H -4.6739 -2.3484 -1.7299 0.01 -0.03 0.02
H 0.2769 3.7361 -2.3299 0.03 0.07 -0.05
H 0.0337 3.7796 -4.0578 0.01 0.01 -0.01
H -3.7613 -8.8816 4.2700 -0.01 0.01 0.01
H -5.2755 -1.1238 -0.6246 0.01 0.00 0.03
H -3.0843 -1.8918 1.5323 -0.01 0.02 -0.02
H 0.1391 -0.5311 2.5162 0.02 0.00 -0.01
H 2.3003 -0.1316 4.2691 0.02 0.00 0.01
H 7.3998 5.3126 -1.4341 0.14 -0.03 0.02
H -4.8925 -1.1643 3.1080 0.00 -0.01 0.01
H 0.0796 2.2371 -0.6949 -0.02 0.03 -0.01
H 5.7992 8.1829 -4.5274 0.00 -0.12 0.00
H -0.8928 0.8860 -0.1282 0.01 -0.03 -0.04
H -2.9623 2.3095 -0.3112 0.00 -0.01 0.02
H -1.6580 -7.1290 2.8804 0.00 -0.02 -0.01
H -0.4327 -1.6304 0.3400 -0.01 0.00 0.00
H 4.4918 5.9328 -1.4731 0.09 -0.05 -0.09
H -3.2034 -0.3656 -1.8437 0.02 0.01 -0.01
H -2.0567 2.9991 -2.8968 0.00 -0.01 0.02
H 1.2963 -1.7307 0.6421 -0.02 0.04 -0.01
H -4.0491 -3.2356 2.1183 0.01 0.00 -0.01
H 0.9297 2.4433 -3.3333 0.00 0.01 -0.04
H -3.6957 -8.5545 2.5446 0.01 0.02 -0.01
H -1.9563 3.6923 -0.7584 0.03 0.01 0.02
H -1.7712 2.9612 0.8319 0.00 -0.01 0.01
H -4.8824 -5.1722 3.3006 -0.01 -0.03 0.04
H -1.4158 -8.7295 3.5712 -0.01 -0.01 0.01
H -0.9561 -1.8893 2.7230 0.01 -0.02 0.02